# 1
Density functional theory data (wB97M-V/def2-TZVPD) for a molecular structure, C20H16AsF12N3O4S3Tl in a non-equilibrium geometry.

XYZ file:
```
60
Properties=species:S:1:pos:R:3:forces:R:3:lowdin_spin:R:1
O -2.513 4.026 0.932 -0.060 -0.189 -0.099 0.00
As -2.572 0.502 -2.507 -1.096 -0.351 -0.151 0.00
F -1.853 0.352 -0.930 0.004 0.084 -0.120 0.00
H 0.588 1.996 4.721 0.037 0.014 0.043 0.00
C 1.554 -3.587 -4.849 0.178 0.057 0.069 0.00
C 2.530 -3.582 -2.195 0.105 -0.126 0.075 0.00
H 2.746 -4.351 -2.925 -0.029 0.058 0.045 0.00
F -2.869 2.171 -2.290 -0.050 0.104 0.107 0.00
C 1.995 -1.667 -0.291 -0.080 -0.161 -0.164 0.01
C 1.479 -1.517 -1.591 0.231 0.012 0.195 0.04
H 1.340 -4.577 -4.440 0.011 0.019 -0.027 0.00
F -5.611 3.365 0.105 0.082 0.028 -0.279 0.00
H 2.315 -0.807 -4.547 0.008 0.018 -0.046 0.00
C 2.821 -2.755 0.013 -0.030 0.170 0.050 0.00
C 2.822 -0.415 5.505 0.023 0.037 -0.025 0.00
C 1.035 -2.469 -3.937 -0.126 -0.145 -0.155 0.00
C 1.271 1.168 4.557 0.021 0.055 -0.096 0.00
F -5.945 3.051 2.215 0.035 -0.121 -0.325 0.00
F -4.105 0.037 -1.862 -0.042 0.141 0.055 0.00
H 3.757 -4.551 -0.720 -0.008 0.012 -0.020 0.00
S 3.344 -2.635 1.661 -0.170 0.210 0.116 0.00
C 1.972 0.680 5.650 0.010 -0.079 0.017 0.00
C 1.541 0.831 -1.747 -0.310 -0.235 -0.184 0.72
H -0.938 -1.954 -3.102 1.101 -0.935 -0.616 0.00
C -0.872 4.381 3.719 -0.111 0.110 0.119 0.00
F -2.193 -1.213 -2.751 -1.837 1.402 0.722 0.00
F 0.032 4.189 2.758 -0.144 -0.172 -0.047 0.00
H -0.136 -0.245 -2.191 0.526 0.026 0.123 0.02
H 2.631 -3.499 -5.019 0.014 -0.053 -0.054 0.00
F -4.537 1.791 1.144 -0.013 0.039 -0.099 0.00
S -3.687 4.236 1.728 0.052 -0.094 0.317 0.00
N -3.518 3.820 3.256 0.358 -0.032 -0.265 0.00
F -3.266 0.552 -4.105 0.131 -0.010 0.091 0.00
N 1.741 -0.817 0.768 0.067 0.202 0.129 0.01
H -0.650 -3.683 -3.301 0.011 -0.086 -0.055 0.00
C -5.009 3.027 1.236 0.051 0.024 0.688 0.00
F -0.211 4.410 4.888 -0.004 -0.019 -0.121 0.00
C 3.110 -3.711 -0.944 -0.032 -0.044 -0.049 0.00
Tl 0.199 1.502 1.046 0.106 0.121 0.479 0.01
H 3.590 -1.872 4.144 0.006 -0.006 0.043 0.00
H 1.088 -1.267 -5.742 -0.004 -0.027 0.020 0.00
F -1.009 0.844 -3.193 -0.230 0.410 -0.385 0.02
S -2.243 3.076 3.818 -0.144 -0.287 0.166 0.00
C 2.946 -1.004 4.262 -0.023 -0.015 -0.271 0.00
C 2.353 -1.153 1.853 0.182 -0.480 -0.202 0.00
C 1.280 -1.133 -4.673 0.037 -0.057 0.061 0.00
H 0.630 -0.334 -4.329 0.039 -0.033 0.007 0.00
C 2.245 -0.482 3.160 -0.088 0.160 0.197 0.00
F -1.416 5.592 3.539 0.121 -0.047 -0.003 0.00
N 0.842 -0.250 -1.886 0.842 -0.402 0.419 0.14
H -0.989 -2.654 -4.713 0.005 -0.007 -0.011 0.00
O -1.785 1.896 3.118 -0.080 0.790 -0.119 0.00
H 3.375 -0.806 6.352 -0.026 0.001 -0.007 0.00
O -2.404 2.942 5.237 -0.100 0.068 0.097 0.00
C 1.394 0.639 3.263 -0.061 -0.172 -0.429 0.00
O -4.369 5.493 1.621 -0.097 0.063 0.111 0.00
C 1.707 -2.505 -2.553 -0.206 0.135 -0.117 0.01
H 1.854 1.139 6.627 -0.030 0.007 -0.023 0.00
C -0.476 -2.701 -3.748 0.842 -0.187 -0.006 0.00
H 1.049 -3.511 -5.814 -0.005 -0.005 0.015 0.00
```
Positions in Å, forces in eV/Å.

Output
LUMO energy (spin up / spin down) = 3.8 / 3.8 eV
Energy relative to the best compared isomer or geometry (same formula, charge and spin) = 111.8 kJ/mol
Total charge = -2
Molar mass = 965.85 g mol⁻¹
Spin multiplicity = 2

***

# 2
Density functional theory data (wB97M-V/def2-TZVPD) for a molecular structure, C49H63Ge2N12O2Se2Ti in a non-equilibrium geometry.

XYZ file:
```
131
Properties=species:S:1:pos:R:3:forces:R:3:lowdin_spin:R:1
N -2.069 -7.069 -3.540 0.072 -0.015 -0.020 0.00
Ge 1.456 1.272 -1.882 -0.031 -0.112 -0.287 0.00
H 6.514 0.838 1.173 0.002 0.002 -0.003 0.00
H 2.996 -1.158 -5.612 -0.003 0.011 0.008 0.00
C 1.134 4.027 -3.169 -0.029 0.047 -0.105 0.00
H 3.727 0.059 5.249 -0.001 0.005 0.002 0.00
C 3.129 1.868 7.186 0.023 -0.005 0.020 0.00
N -2.457 -0.654 2.045 -0.061 -0.424 -0.267 0.00
C 2.474 1.682 5.845 -0.052 0.022 -0.021 0.00
H 2.268 -1.463 2.766 -0.010 -0.002 -0.025 0.00
H -1.838 3.452 -3.428 0.006 -0.007 -0.003 0.00
N -2.242 0.289 -0.738 -0.135 -0.043 -0.334 0.00
C -0.280 3.299 3.799 -0.027 0.047 0.053 0.00
C 5.611 0.945 0.584 -0.045 0.034 0.032 0.00
C -2.477 3.352 -0.979 0.031 -0.026 0.093 0.00
H 3.362 2.918 7.371 -0.011 0.000 -0.003 0.00
H 4.590 2.123 -3.677 0.017 -0.025 -0.013 0.00
H 0.825 5.931 -4.108 -0.001 0.019 0.003 0.00
C -3.045 0.888 0.341 -0.096 0.161 0.069 0.00
Ge 2.390 0.878 -4.169 -0.178 0.026 -0.061 0.00
C -4.505 -3.733 -2.287 -0.149 0.006 -0.014 0.00
H 1.819 -1.391 -0.989 0.041 -0.024 -0.026 0.00
H 3.956 2.614 -5.252 -0.018 -0.003 0.018 0.00
H -1.746 3.028 -0.249 0.066 -0.063 0.080 0.00
C -2.412 1.489 -4.096 0.079 0.016 -0.017 0.00
C 0.623 5.331 -0.790 -0.064 0.015 -0.042 0.00
H -2.447 1.561 0.957 -0.004 0.105 -0.023 0.00
H -1.236 2.790 3.645 0.005 -0.041 0.011 0.00
C -2.409 -0.679 3.317 0.120 -0.045 -0.025 0.00
H -5.324 0.409 3.865 0.012 0.024 0.012 0.00
H -4.305 -5.689 -3.158 0.009 0.000 0.001 0.00
H 2.499 -5.271 -2.704 -0.013 0.001 -0.001 0.00
C 0.579 6.051 -1.978 0.016 -0.039 0.011 0.00
C -2.416 -4.855 -2.596 -0.248 0.382 0.079 0.00
C 0.834 5.387 -3.170 0.033 -0.061 0.025 0.00
H -3.876 1.467 -0.067 -0.046 -0.061 -0.085 0.00
H 0.397 0.635 -5.840 -0.021 -0.047 0.036 0.00
H 0.366 7.113 -1.973 -0.005 0.001 0.005 0.00
H 1.755 -1.617 -4.437 0.006 -0.005 0.015 0.00
H -1.703 -2.935 4.787 -0.012 0.007 0.009 0.00
H 0.026 -2.607 4.538 -0.003 0.021 0.015 0.00
N -2.497 -2.694 -1.566 -0.173 0.048 0.221 0.01
C -4.799 -0.515 4.115 -0.017 -0.077 -0.043 0.00
H 1.373 3.564 -4.121 -0.023 0.005 0.102 0.00
C 2.298 0.486 3.724 0.029 -0.013 0.056 0.00
C 1.221 1.299 3.367 -0.058 0.003 -0.079 0.00
C -0.348 -3.636 -1.941 0.267 -0.293 -0.081 0.00
C -0.155 -5.870 -2.947 -0.004 -0.167 -0.075 0.00
C -2.793 -0.233 5.578 0.018 -0.022 0.030 0.00
C 0.807 2.340 4.212 -0.018 0.072 -0.054 0.00
H 1.798 1.352 -6.619 -0.008 -0.003 0.014 0.00
H 1.113 3.324 6.080 0.006 -0.006 0.002 0.00
H -0.039 3.809 2.862 0.017 -0.014 -0.005 0.00
H 3.858 -0.882 3.220 0.009 0.014 -0.001 0.00
H -1.008 -2.925 3.148 0.016 0.046 0.115 0.00
H 0.251 -4.061 0.948 0.021 0.078 0.129 0.00
C -1.589 -5.963 -3.040 -0.005 -0.121 -0.041 0.00
H -3.333 1.031 -4.482 0.001 -0.031 0.035 0.00
C 1.468 -2.341 -1.374 -0.217 0.001 0.025 0.00
H 4.800 1.069 -5.086 -0.019 -0.013 -0.010 0.00
Se -0.671 -8.105 -3.931 -0.001 0.063 0.035 0.00
H -0.416 4.069 4.558 -0.008 -0.019 0.008 0.00
Se 0.246 1.217 1.708 0.128 0.239 -0.011 0.00
O -1.970 -5.243 1.260 0.095 -0.019 0.107 0.00
H 3.890 -0.616 -1.873 -0.015 0.008 0.009 0.00
C -1.806 -3.735 -2.024 0.053 -0.432 -0.310 0.00
C 0.462 -4.669 -2.413 0.213 0.469 0.140 0.00
H -0.753 -1.083 -2.751 0.000 -0.112 0.107 0.00
O -2.651 -3.091 1.031 0.040 -0.010 -0.209 0.00
N -1.806 0.650 -3.079 -0.238 -0.061 -0.090 0.00
H -5.026 -1.271 3.363 0.013 0.016 -0.027 0.00
N -0.510 -3.413 1.122 -0.037 -0.052 -0.496 -0.01
H 1.168 -0.759 0.805 0.002 -0.034 0.060 0.00
H 0.746 2.350 -5.615 0.012 -0.063 -0.003 0.00
C -0.972 -2.453 4.125 -0.147 -0.111 0.041 0.00
C -2.682 2.761 -3.330 0.054 0.018 -0.014 0.00
C -1.291 -0.345 5.296 -0.065 -0.054 0.124 0.00
H 3.411 -3.125 -1.797 -0.009 -0.007 -0.001 0.00
Ti -1.347 -1.797 0.160 -0.181 0.704 1.159 0.95
H -3.376 3.704 -0.469 0.003 -0.021 0.023 0.00
H -3.053 0.721 6.042 0.016 -0.002 0.012 0.00
C 2.891 0.692 4.970 -0.036 -0.052 -0.016 0.00
H 3.067 -0.180 1.822 -0.045 0.030 -0.084 0.00
C -2.248 1.008 -1.841 0.153 0.254 0.320 0.00
H -2.020 4.189 -1.507 -0.022 0.026 -0.003 0.00
C -3.590 -0.140 1.303 -0.041 -0.267 -0.129 0.01
C 3.620 2.178 0.003 0.086 -0.074 -0.058 0.00
H -5.581 -3.686 -2.375 0.008 -0.001 -0.004 0.00
N 0.152 -2.511 -1.403 -0.002 -0.107 0.075 0.00
H 0.200 -1.167 2.087 0.007 0.350 -0.058 0.00
H -0.781 -0.939 6.052 0.046 0.035 -0.005 0.00
H -3.162 -1.036 6.227 -0.026 -0.023 -0.036 0.00
C -3.817 -2.687 -1.696 0.153 0.081 0.063 0.00
H -4.361 0.336 1.906 0.042 0.097 0.137 0.00
C 1.844 -4.487 -2.347 0.045 -0.095 -0.023 0.00
H -0.751 -0.510 -4.395 -0.001 0.012 -0.037 0.00
N 0.521 -6.903 -3.370 -0.059 -0.029 -0.024 0.00
C -1.738 -4.049 1.183 -0.141 0.205 -0.312 0.01
C 2.346 -3.310 -1.841 0.155 -0.014 -0.016 0.00
H -3.594 3.269 -3.642 -0.002 0.009 0.010 0.00
H 3.450 -1.502 -3.941 -0.004 0.024 0.000 0.00
C 4.779 2.045 0.758 0.000 -0.050 0.001 0.00
N -2.778 2.297 -1.946 0.001 -0.003 -0.089 0.00
H 3.002 3.054 0.159 0.042 -0.029 0.003 0.00
H 4.056 1.300 7.253 -0.002 -0.003 -0.003 0.00
C 3.250 1.231 -0.963 -0.027 0.087 0.231 0.00
H 5.914 -0.866 -0.527 0.005 0.007 0.006 0.00
C 4.110 0.137 -1.119 0.058 -0.004 0.042 0.00
H -1.723 1.633 -4.927 0.018 0.002 -0.033 0.00
C -3.802 -4.836 -2.721 0.000 -0.135 -0.043 0.00
C -1.376 -0.645 -3.513 0.110 -0.022 -0.002 0.00
C 2.892 -0.569 2.828 0.031 0.029 0.024 0.00
C 1.154 3.268 -1.996 0.081 0.021 0.138 0.00
C 1.436 2.512 5.436 0.056 -0.007 0.003 0.00
H 0.438 5.832 0.155 0.007 0.004 -0.006 0.00
C 2.681 -1.050 -4.571 -0.009 -0.008 0.033 0.00
C 1.199 1.361 -5.704 0.083 0.031 -0.029 0.00
C 4.116 1.760 -4.590 -0.009 0.060 0.072 0.00
H -2.216 -1.296 -3.776 -0.016 -0.050 0.034 0.00
H 5.032 2.805 1.489 0.005 -0.007 -0.004 0.00
H -4.326 -1.818 -1.300 -0.017 -0.017 -0.001 0.00
H 0.882 3.427 0.128 -0.014 0.022 0.015 0.00
C 5.270 -0.009 -0.363 -0.030 -0.024 -0.069 0.00
H 2.474 1.531 7.992 -0.004 0.005 -0.001 0.00
H -4.066 -0.967 0.761 -0.034 0.006 0.061 0.00
N -3.367 -0.342 4.248 0.053 0.185 -0.063 0.00
H -0.813 0.633 5.258 -0.038 0.032 -0.076 0.00
N -1.201 -1.010 3.995 0.195 0.094 -0.046 0.00
H -5.187 -0.871 5.071 0.006 -0.022 -0.008 0.00
C 0.886 3.968 -0.811 -0.040 0.032 -0.033 0.00
N 0.273 -0.577 1.250 0.128 -0.630 -0.179 0.00
```
Positions in Å, forces in eV/Å.

Output
LUMO energy (spin up / spin down) = -1.1 / -1.1 eV
Energy relative to the best compared isomer or geometry (same formula, charge and spin) = 0.0 kJ/mol
Total charge = 0
Molar mass = 1203.13 g mol⁻¹
Spin multiplicity = 2

***

# 3
Density functional theory data (wB97M-V/def2-TZVPD) for 17 unconnected molecules or ions with the total composition C5H45NO18 in a non-equilibrium geometry.

XYZ file:
```
69
Properties=species:S:1:pos:R:3:forces:R:3:lowdin_charge:R:1
H -2.144 0.474 2.605 0.134 0.444 -0.239 0.13
H -4.773 -2.364 -1.260 -0.030 0.181 0.006 0.03
N -2.930 0.443 -0.319 -0.063 -0.631 0.401 0.01
H 0.434 -5.247 -1.938 0.344 -0.109 0.392 0.02
H -6.100 -3.989 2.245 0.066 -0.033 0.109 0.04
C -1.461 0.624 1.756 -0.394 -1.236 0.268 -0.19
H 0.339 -7.519 1.445 0.064 -0.038 0.073 0.03
H 2.138 -3.236 -1.211 -0.031 0.038 -0.034 0.05
O 3.448 2.616 -3.895 0.011 0.212 0.043 -0.04
H 3.453 3.514 -4.242 -0.075 0.020 -0.079 0.05
O -3.349 -2.712 -2.585 -0.136 -0.118 -0.005 -0.05
H 1.808 3.581 3.154 -0.053 -0.117 0.001 0.04
O 0.894 1.938 0.852 -0.799 -0.217 -0.401 -0.14
H 5.431 5.606 0.597 -0.083 -0.040 0.121 0.05
H 1.001 -0.156 0.612 -0.187 0.498 -0.045 0.10
C -1.958 -0.236 0.560 0.385 0.250 -0.568 -0.23
O -0.361 -5.481 -1.445 -0.271 -0.051 -0.301 -0.05
H -0.480 0.232 2.079 -0.320 0.177 -0.038 0.11
H 3.167 0.016 1.102 0.237 0.270 -0.321 0.08
H 3.013 -4.282 -0.546 0.048 -0.108 0.025 0.05
H 4.868 3.057 -1.424 -0.008 0.293 0.187 0.01
H -9.022 -3.722 0.488 0.008 0.069 -0.074 0.03
H -0.407 -7.067 0.201 0.027 -0.060 -0.191 -0.01
H -4.416 -1.366 -0.159 -0.038 0.276 -0.243 0.02
H -0.444 3.383 0.369 -0.091 -0.276 0.258 0.14
H 1.373 0.696 -3.958 0.018 -0.038 -0.090 0.04
C -0.428 2.289 0.498 0.098 1.126 -0.422 -0.25
O 5.652 4.814 0.096 -0.049 0.245 -0.016 -0.05
H 1.084 0.759 -0.900 0.053 0.377 0.438 0.09
H -2.389 -1.195 0.883 0.324 0.354 0.389 0.09
H -3.255 1.316 0.070 0.106 0.115 -0.038 0.07
H -1.086 -0.515 -0.057 -0.348 0.035 0.183 0.10
H 3.406 0.549 -0.612 0.183 0.159 0.344 0.06
C 2.930 0.777 0.342 -1.486 -0.491 0.192 -0.04
O -5.830 -4.315 1.382 0.051 0.003 0.202 -0.06
H 1.755 1.758 -2.951 0.150 -0.061 -0.142 0.01
O 3.692 6.847 3.666 -0.056 0.155 0.002 -0.05
O -1.379 2.007 1.484 0.253 -0.245 -0.192 -0.10
H -5.354 -3.568 0.985 -0.299 0.095 -0.292 -0.01
H 6.458 5.048 -0.373 0.095 -0.089 -0.002 0.05
O 3.200 9.860 4.896 -0.032 0.090 -0.117 -0.06
O -0.392 -7.763 0.872 -0.055 0.173 -0.030 -0.06
H 1.963 3.582 1.646 -0.079 -0.205 -0.009 0.01
H 3.547 9.724 5.781 0.021 0.001 0.085 0.04
O -4.962 -2.148 -0.332 0.336 -0.277 0.201 -0.06
O -2.198 -3.609 0.016 -0.051 -0.251 0.099 -0.05
H -0.681 1.858 -0.485 0.030 -0.210 0.381 0.13
H -0.528 -4.705 -0.897 -0.081 0.124 -0.089 0.02
O -0.887 -3.881 -4.111 0.000 -0.064 0.031 -0.05
H -3.138 -3.371 0.031 -0.016 0.185 0.018 0.01
H 3.376 9.026 4.449 0.039 -0.139 0.168 -0.01
H -2.511 0.597 -1.222 -0.187 0.204 -0.127 0.07
H 3.215 1.753 0.743 0.135 -0.223 -0.294 0.05
O 2.145 -4.160 -0.940 0.026 0.187 -0.059 -0.04
H -3.027 -3.473 -2.088 0.233 0.028 -0.008 0.02
H 3.103 6.089 3.558 0.056 -0.133 -0.077 0.02
C 1.372 0.785 0.162 1.573 -0.802 0.243 -0.24
O -9.008 -4.638 0.774 -0.099 -0.032 0.154 -0.06
H -8.136 -4.744 1.170 0.185 -0.038 -0.190 0.00
O 5.138 2.274 -0.941 0.188 -0.338 -0.523 -0.07
H -0.663 -4.317 -4.937 -0.023 0.028 -0.098 0.04
H 5.055 2.540 -0.023 0.121 0.183 0.100 0.02
H -2.148 -4.387 0.584 -0.093 -0.015 0.052 0.06
O 2.309 3.995 2.446 0.131 0.344 0.109 -0.05
H 4.319 2.510 -3.501 0.069 -0.241 0.043 0.04
H -2.953 -2.821 -3.457 0.074 0.007 -0.025 0.03
O 1.195 0.978 -3.058 -0.155 0.059 0.114 -0.07
H -0.834 -4.583 -3.448 -0.151 0.007 0.150 0.01
H 3.324 7.508 3.072 -0.031 -0.083 -0.204 0.03
```
Positions in Å, forces in eV/Å.

Output
LUMO energy = -0.1 eV
Energy relative to the best compared isomer or geometry (same formula, charge and spin) = 0.0 kJ/mol
Total charge = 0
Molar mass = 407.40 g mol⁻¹

***

# 4
Density functional theory data (wB97M-V/def2-TZVPD) for a molecular structure, C2O4Pr in a non-equilibrium geometry.

XYZ file:
```
7
Properties=species:S:1:pos:R:3:forces:R:3:lowdin_spin:R:1
O -1.120 2.104 1.543 2.126 -0.787 -2.920 -0.01
Pr -0.969 -0.990 -0.549 1.309 4.746 1.710 2.08
O 1.420 -2.221 -0.996 -0.325 0.181 0.057 0.00
C -0.689 1.460 0.573 -2.038 -0.277 5.244 0.00
O 0.276 0.467 0.728 -1.645 -1.185 -2.121 -0.03
O -1.448 1.229 -0.483 0.335 -2.623 -1.970 -0.04
C 2.530 -2.051 -0.815 0.238 -0.056 -0.001 0.00
```
Positions in Å, forces in eV/Å.

Output
LUMO energy (spin up / spin down) = -7.3 / -6.3 eV
Total charge = +1
Molar mass = 228.93 g mol⁻¹
Spin multiplicity = 3

***

- What is the total charge in the third record?
  0

***

- Among the records above, which one has the lowest total charge?
  C20H16AsF12N3O4S3Tl

***

- Look up the molar mass of the first one.
  965.85 g mol⁻¹

***

- Which value of total charge does entry 4 give?
  +1